(1)
69
Properties=species:S:1:pos:R:3:forces:R:3 method="wB97M-V/def2-TZVPD" e_tot_ha=-3294.7850 total_charge=+3 de_lowest_kcal_mol=0.0 largest_force_ev_per_a=0.58
Ti 0.68058 1.32196 -0.44339 0.47 -0.26 -0.24
S 0.51065 3.99061 -0.21501 -0.02 -0.09 0.03
S 3.20815 2.13994 -0.03496 -0.03 0.04 0.02
S 0.56860 1.50486 2.01852 -0.02 -0.03 0.18
N -1.75858 -0.92581 -0.11204 0.01 0.07 0.01
N -0.37663 -2.75223 -0.32179 0.05 0.06 0.02
N 0.46894 -0.56268 -0.43307 -0.07 0.37 -0.03
C -3.58724 -5.43565 -0.06097 0.00 0.00 -0.01
C 2.31733 1.22974 2.46541 -0.04 0.04 -0.02
C -3.22869 2.72609 -1.50994 -0.03 -0.01 0.00
C -0.37593 4.05855 1.36633 0.02 0.00 0.01
C -2.17319 0.37050 -0.48107 0.06 0.09 -0.02
C -0.54327 -1.44514 -0.28977 -0.07 -0.14 0.05
C 4.47544 -1.35857 -1.38654 -0.01 -0.01 0.02
C 3.32186 2.14609 1.79037 0.00 -0.02 -0.03
C -0.74462 -4.18903 2.14614 -0.01 -0.01 -0.03
C -3.56435 0.55270 -0.48561 -0.04 -0.06 0.02
C -3.37130 -4.73806 -1.24354 -0.03 -0.04 0.03
C 0.26247 3.24891 2.48222 -0.01 -0.03 -0.04
C -1.47990 -3.68567 -0.22070 -0.12 -0.10 -0.02
C -1.67140 -4.37470 0.97494 0.08 0.07 0.06
C 2.35490 -0.33880 -1.94192 -0.08 0.03 0.06
C 3.94080 -1.87494 -0.20195 0.00 0.02 -0.03
C 1.82032 -0.88197 -0.75950 0.03 -0.06 0.03
C -2.30617 -3.85898 -1.32615 0.11 0.09 -0.03
C 3.69809 -0.58782 -2.22910 0.05 0.01 -0.01
C -1.86629 2.56188 -1.43925 0.03 -0.03 -0.02
C 1.53331 0.52964 -2.85831 -0.03 -0.02 -0.04
C 2.62455 -1.62148 0.12111 -0.02 -0.02 0.02
C 3.26173 3.91137 -0.43144 -0.01 -0.05 0.02
C -4.06639 1.74125 -0.99212 0.03 0.03 -0.01
C -1.27265 1.40307 -0.87174 -0.25 0.00 -0.06
C 2.13121 4.71899 0.17771 -0.03 -0.02 -0.02
C -2.74660 -5.25691 1.02749 -0.02 -0.01 -0.01
C -4.49816 -0.52936 -0.00764 0.01 0.03 -0.03
H -2.49974 -1.60618 0.02287 0.01 -0.03 0.01
H -5.52615 -0.17698 -0.02595 0.00 0.00 0.01
H 1.21066 3.66955 2.81080 0.00 0.00 0.00
H 2.13937 5.72719 -0.23674 0.00 0.01 0.01
H 2.49551 0.18417 2.21293 0.01 -0.01 0.01
H -1.37917 3.70168 1.13225 -0.01 0.01 0.00
H -0.64621 -3.13597 2.42354 -0.01 0.00 0.00
H 2.38851 1.31910 3.55042 0.00 -0.01 0.00
H -0.40178 3.21976 3.34593 0.00 0.02 0.01
H -1.11236 -4.72610 3.01686 0.00 0.00 0.00
H -4.01490 -4.89496 -2.09800 0.00 0.01 0.00
H 4.32786 1.81667 2.05142 0.01 0.01 0.00
H 4.23045 4.29999 -0.11597 0.01 0.01 -0.01
H 0.57180 0.10433 -3.14050 -0.03 0.00 0.06
H -2.09268 -3.32413 -2.24494 -0.03 -0.02 -0.01
H -4.27726 -0.83758 1.01724 0.00 0.00 0.00
H -1.25020 3.34200 -1.86227 0.01 0.00 0.00
H 2.19120 -2.01454 1.03539 0.02 0.00 0.00
H 2.22490 4.81121 1.25756 0.01 0.01 0.00
H 2.08707 0.75679 -3.76844 0.00 -0.02 -0.01
H -3.64722 3.61569 -1.96082 -0.01 0.00 0.00
H -2.92256 -5.81600 1.93757 0.00 0.00 0.00
H 3.24047 3.94476 -1.52193 0.01 0.03 -0.01
H -0.45800 5.10385 1.66674 -0.02 0.00 0.00
H 3.22238 3.17478 2.12871 0.01 0.00 0.01
H 1.34678 1.57045 -2.47607 -0.02 0.11 0.02
H 5.50605 -1.56374 -1.64439 0.00 0.00 0.00
H -4.45737 -1.41283 -0.65328 0.00 0.00 0.01
H 0.56823 -3.11027 -0.36846 0.00 -0.01 -0.03
H -5.13920 1.88735 -1.01667 0.00 -0.01 0.00
H -4.41115 -6.13291 0.01036 0.00 0.00 0.00
H 0.25374 -4.57501 1.92385 0.00 -0.01 0.01
H 4.55614 -2.47420 0.45588 0.00 0.00 0.00
H 4.12724 -0.18625 -3.13861 0.01 0.00 0.01



(2)
65
Properties=species:S:1:pos:R:3:forces:R:3 method="wB97M-V/def2-TZVPD" e_tot_ha=-1264.0666 total_charge=+1 de_lowest_kcal_mol=58.2 largest_force_ev_per_a=5.02
Zr 0.06038 0.11335 -0.07658 1.59 -0.80 3.29
O -1.34006 1.91386 -2.32358 -4.26 0.31 2.64
N -3.69724 2.03450 -1.73442 -0.28 -0.06 -1.21
C 0.52775 -2.30591 0.05677 -0.66 -0.14 -0.75
C -5.73295 -0.99574 0.33624 -0.02 -0.05 -0.37
C -1.87051 1.65751 -0.05203 0.11 1.55 -0.25
C -1.19267 -1.56725 -1.31474 -0.11 -0.53 0.29
C 4.64091 -0.40478 -2.66889 0.01 -0.12 -0.34
C 4.31957 -0.10227 -1.20677 0.47 -0.41 0.18
C 0.16660 -1.98789 -1.30422 0.14 -0.24 0.27
C -0.61074 0.41860 2.33147 0.10 0.86 0.18
C -4.72924 -1.56855 -2.22342 0.24 0.36 0.48
C -5.76676 -2.30642 -0.15235 0.15 -0.03 -0.34
C -5.21103 0.03268 -0.46383 0.07 -0.45 0.17
C 0.61820 2.27716 1.70489 -0.11 -0.30 0.04
C 0.78729 0.04461 2.32727 0.17 0.94 -0.07
C -4.69223 -0.25104 -1.73318 -0.27 -0.24 0.43
C -3.26272 2.02442 2.09845 -0.04 0.02 0.20
C -1.70735 -1.69471 0.02163 0.61 -0.25 -0.37
C -2.31787 1.98096 -1.48844 3.76 -0.48 -1.63
C -5.25338 -2.59588 -1.42695 0.01 0.37 -0.33
C 4.57863 -1.35352 -0.35967 0.00 -0.16 0.29
C -0.71973 1.83330 2.01807 0.94 -1.89 -1.55
C 5.19362 1.04715 -0.71927 0.40 0.16 0.25
C 1.54059 1.22581 1.98370 -0.78 -0.36 -0.10
C -1.98066 2.43161 1.35707 0.20 -0.32 -0.42
C -0.64226 -2.13017 0.85866 -0.27 -0.23 -0.76
C -4.14968 0.87233 -2.58940 0.24 -0.27 -0.39
C 1.78191 0.70897 -1.17410 -0.11 -0.10 0.00
C 2.92429 0.27974 -1.10331 -0.26 0.37 -0.45
C -1.78908 3.93591 1.15942 0.15 0.05 0.00
H 4.33330 -1.17032 0.69736 0.12 -0.06 -0.25
H -4.29209 -1.75363 -3.21265 -0.32 -0.16 0.37
H 5.69626 -0.68970 -2.76668 -0.21 0.05 0.03
H -1.42983 4.41420 2.09107 -0.33 -0.20 -0.46
H 1.49045 -2.70329 0.39590 -0.44 0.39 -0.17
H 0.88646 3.26864 1.30468 -0.12 -0.69 0.41
H 4.96462 1.29846 0.32341 0.08 0.00 -0.19
H -2.70865 4.41664 0.81813 0.03 -0.03 0.14
H 4.45823 0.47896 -3.28498 0.02 -0.13 -0.01
H -6.15090 -0.76565 1.31963 0.16 -0.08 -0.32
H -5.18578 1.06151 -0.10245 -0.08 -0.34 -0.09
H -3.26051 2.34764 3.15429 0.16 0.01 -0.48
H -0.71170 1.82513 -0.28217 -2.62 0.52 0.32
H 3.97399 -2.19884 -0.71177 0.15 0.13 0.04
H -3.31051 0.47124 -3.21387 -0.61 0.55 0.35
H 5.04346 1.93262 -1.33892 0.02 -0.01 0.08
H 4.01849 -1.22855 -3.03719 0.14 0.16 0.00
H -0.73531 -2.32689 1.92315 0.15 0.07 -0.30
H -2.39530 0.66990 0.13546 1.18 0.39 -0.20
H -6.20729 -3.11704 0.42931 0.16 0.30 -0.05
H 1.21881 -0.89472 2.68372 -0.25 0.46 -0.11
H 2.63668 1.32507 1.98726 -0.76 -0.20 -0.25
H -5.27636 -3.60869 -1.84261 -0.04 0.35 0.35
H -4.15644 2.44074 1.62313 0.19 0.03 -0.01
H 6.25285 0.75231 -0.78164 -0.31 0.12 0.03
H -3.95952 2.89380 -2.21568 0.26 -0.05 0.08
H -1.03117 4.10643 0.38029 -0.14 0.08 0.25
H 0.81546 -2.05005 -2.18179 -0.25 0.10 0.49
H -4.94935 1.20217 -3.28564 0.57 0.08 0.46
H -3.38492 0.93114 2.10459 0.07 0.23 -0.01
H 5.64077 -1.62465 -0.43160 -0.29 0.02 0.05
H -2.75199 -1.55888 0.30625 0.34 0.13 -0.01
H -1.44553 -0.21507 2.65130 0.48 0.31 -0.19
H -1.78285 -1.28657 -2.18869 0.30 -0.09 0.29



(3)
79
Properties=species:S:1:pos:R:3:forces:R:3 method="wB97M-V/def2-TZVPD" e_tot_ha=-4890.0201 total_charge=0 de_lowest_kcal_mol=37.2 largest_force_ev_per_a=4.56
Sr 0.86804 1.12880 -0.70802 -1.33 -4.31 0.62
As 1.16814 -1.89299 -0.46518 1.00 -0.52 0.15
S 3.48490 0.20572 0.15127 0.34 -0.57 -0.55
S 1.46353 3.73225 -1.16818 -0.82 0.17 0.12
O -2.72700 4.71709 0.48195 0.19 -0.07 0.11
O 1.29112 3.12197 0.20534 0.51 1.74 -1.14
O 0.89694 2.78704 -2.19592 0.69 1.80 0.21
O 0.97188 5.06573 -1.28018 -0.40 0.66 -0.02
N -3.40849 -0.00136 0.12933 0.16 -0.40 -0.44
N -1.74812 -1.13665 -1.04134 0.07 0.15 -0.19
N -1.01034 6.18819 0.67352 0.27 0.27 -0.29
N -4.00970 -1.82815 -1.17434 -0.04 -0.05 0.11
N -1.46084 1.28282 0.33550 -0.52 0.71 0.12
N -3.57304 2.09916 1.02021 0.04 -0.23 0.06
N 0.77256 3.54104 3.16956 0.03 0.15 -0.14
N -0.98074 4.11324 1.83370 -0.47 0.48 -0.53
C 4.72488 -3.69908 -1.98455 0.01 -0.01 -0.02
C 0.30863 -3.57010 -0.88782 -0.27 -0.23 -0.26
C 3.94284 -1.29999 -0.72901 -0.17 0.37 0.35
C 0.16425 -1.47399 2.19185 0.19 -0.08 0.18
C 0.10373 -3.87598 -2.23460 -0.18 -0.30 0.08
C -0.53228 -5.05499 -2.61279 0.03 0.05 0.09
C 0.19279 6.50839 1.23399 -0.59 0.40 -0.55
C -1.63009 4.97707 0.97854 0.30 -0.13 0.44
C -2.74421 1.16972 0.46995 0.63 -0.22 0.03
C 1.21691 -2.04579 1.47865 -0.32 0.11 -0.08
C -5.38840 -1.39104 -1.32546 0.16 -0.07 0.01
C -0.15849 -4.45122 0.07778 -0.13 -0.29 -0.10
C -0.98832 -5.93761 -1.63725 0.05 0.04 0.02
C 3.01729 -2.34303 -0.93786 -0.10 0.31 0.02
C 0.80137 5.71268 2.11757 0.30 -0.44 0.28
C 0.15084 -1.52847 3.58491 0.01 0.01 -0.15
C 1.19575 -2.14134 4.26031 0.15 -0.10 -0.06
C 5.64581 -2.67929 -1.78470 -0.01 0.24 0.12
C 5.25778 -1.49137 -1.16776 0.04 -0.12 -0.04
C 0.18223 4.44399 2.34313 -0.10 -0.09 0.43
C -1.53992 7.00959 -0.43582 0.28 -0.24 0.48
C 3.16070 3.76615 -1.43936 1.16 -0.13 -0.12
C 3.41088 -3.51802 -1.57085 0.07 0.06 0.14
C -3.69036 -3.10923 -1.77525 -0.06 0.11 0.03
C -0.80109 -5.63194 -0.29393 0.01 0.05 -0.03
C -2.98094 -1.01065 -0.75223 -0.32 0.37 0.38
C 2.24667 -2.71316 3.54275 -0.11 0.04 0.15
C 2.24992 -2.67547 2.15640 0.02 0.07 0.16
H -1.20477 2.23281 0.63128 -0.29 -0.03 0.20
H 0.42370 2.59831 3.10612 -0.07 -0.02 0.04
H -3.23840 3.06198 1.03835 0.09 0.16 -0.02
H -1.48138 -6.86125 -1.92420 0.05 0.09 0.03
H -4.47828 -3.82178 -1.52885 -0.02 0.00 -0.01
H -1.62519 -1.83425 -1.76467 0.03 -0.12 -0.04
H 0.62221 7.44988 0.91113 -0.09 -0.05 0.03
H -0.63609 -0.97850 1.66003 -0.14 0.06 -0.07
H -4.33979 -0.08724 0.48563 -0.11 -0.05 0.06
H 2.69432 -4.31030 -1.73092 -0.08 -0.08 0.00
H 1.74473 5.98336 2.57275 -0.09 -0.05 -0.06
H 3.59262 2.78756 -1.17655 -0.07 0.28 -0.13
H -0.02173 -4.22516 1.12480 0.02 -0.01 0.09
H -2.75565 -3.49534 -1.37682 0.04 -0.03 0.05
H 0.45022 -3.19234 -2.99597 0.08 0.10 -0.15
H -0.67324 -1.08959 4.13745 0.05 -0.01 -0.04
H -1.14844 -6.31907 0.47206 0.02 0.08 -0.07
H 3.06862 -3.11082 1.60282 0.11 -0.04 -0.06
H -5.47423 -0.31415 -1.21497 0.01 0.05 -0.02
H -6.05310 -1.87835 -0.60731 -0.01 -0.02 0.04
H -0.92194 6.86468 -1.31726 0.08 -0.04 -0.06
H -5.74335 -1.63841 -2.32699 0.00 -0.01 -0.06
H -1.53928 8.05697 -0.14375 0.01 0.04 0.04
H -4.55657 2.00910 0.83584 -0.04 0.02 -0.09
H 5.02451 -4.62843 -2.45884 -0.04 0.10 0.04
H -3.61158 -3.04841 -2.86554 0.02 0.00 -0.05
H -2.54763 6.68356 -0.64366 -0.15 -0.04 0.02
H 3.32389 4.00652 -2.49238 0.03 -0.03 0.16
H -0.66645 -5.28812 -3.66467 0.00 0.04 0.10
H 3.57365 4.54911 -0.79919 0.01 -0.14 -0.08
H 1.19578 -2.17654 5.34443 0.01 0.00 -0.07
H 6.67758 -2.80789 -2.10382 -0.15 0.05 0.03
H 5.97443 -0.69082 -1.01469 -0.04 -0.10 0.00
H 3.07108 -3.18186 4.06999 -0.08 0.01 -0.03
H 1.76172 3.62509 3.32457 0.04 0.01 0.00



(4)
72
Properties=species:S:1:pos:R:3:forces:R:3 method="wB97M-V/def2-TZVPD" e_tot_ha=-1914.2180 total_charge=-1 largest_force_ev_per_a=2.65
P 4.25992 -0.56503 -2.26902 0.65 -0.79 -1.78
F 2.95037 -1.74824 -0.08784 0.00 0.13 -0.39
O 5.36028 -0.09538 -1.06894 -0.96 -0.07 -0.75
O 3.34674 0.81038 -2.68638 2.12 -0.55 1.50
O 1.02139 -3.47434 -2.06146 -0.15 1.44 0.38
N 0.91784 -1.12097 -3.00502 -1.47 -1.33 0.84
N 5.03697 -1.01160 -3.57443 -0.17 0.37 0.56
C -6.94263 -1.31746 2.60759 -0.02 -0.04 0.03
C 6.85663 5.38783 0.00288 0.01 -0.02 -0.02
C -7.75062 -3.43127 3.42947 0.02 0.03 -0.02
C -5.78700 -0.59439 -1.03317 0.06 0.00 0.03
C -7.99141 -2.11590 3.04905 0.05 -0.02 0.00
C -3.98624 0.56008 0.07546 -0.03 0.00 0.00
C 1.04866 2.06440 1.15548 -0.01 -0.01 -0.03
C 3.92575 -3.45272 -1.65536 1.34 0.61 -0.75
C -5.41537 -3.15255 2.91226 -0.07 0.03 0.02
C -5.27085 0.56115 -0.45700 0.00 -0.06 0.02
C -0.55961 2.22689 3.41781 -0.01 0.02 -0.01
C 5.15380 3.79481 0.60606 0.13 0.11 -0.06
C 0.09408 3.35965 2.94720 0.00 -0.04 -0.02
C 7.41435 4.46003 -0.87003 -0.05 -0.01 0.06
C 5.71479 2.86462 -0.26309 -0.20 0.00 0.08
C -5.01737 -1.75094 -1.07957 0.05 0.06 0.02
C -5.65529 -1.83598 2.53700 0.01 0.01 0.04
C -6.46236 -3.94864 3.36242 -0.01 0.02 -0.02
C 4.70160 -4.36007 -1.91880 0.67 -0.05 0.25
C 0.89622 3.27891 1.81375 -0.04 -0.06 0.05
C 5.72736 5.05438 0.74188 -0.01 -0.02 0.00
C -3.72950 -1.74980 -0.55506 -0.04 0.04 0.01
C 6.84585 3.19730 -0.99884 0.03 0.08 0.00
C -3.21464 -0.59493 0.02430 -0.02 -0.05 -0.02
C 0.33663 -0.18584 -1.98565 0.83 0.65 -0.51
C -0.24565 -1.73256 -3.71107 -0.57 0.15 -0.31
C -0.41448 1.01346 2.75418 0.03 0.08 -0.05
C 0.39153 0.93137 1.62431 -0.05 -0.01 0.01
B 3.18219 -1.99232 -1.54626 -0.57 -1.02 1.87
B 1.66552 -2.17832 -2.24971 -0.91 -0.32 -0.70
H 5.73569 -0.93909 -0.74320 -0.28 0.54 -0.28
H -6.27414 -4.97415 3.66067 -0.01 0.05 -0.02
H 7.30279 6.37095 0.10691 -0.02 -0.04 0.00
H -6.78940 -0.59361 -1.44650 0.05 0.00 0.03
H -4.41159 -3.55789 2.85484 -0.04 0.03 0.00
H -2.21143 -0.59536 0.43588 -0.04 0.03 -0.04
H 1.14731 0.23759 -1.31610 -0.94 -0.74 -0.64
H 0.11894 -2.52394 -4.43390 -0.55 0.90 0.87
H 4.26968 3.53657 1.17856 0.04 -0.02 -0.02
H -4.83851 -1.21412 2.18936 -0.07 -0.03 -0.02
H -5.87097 1.46395 -0.42253 0.04 -0.04 0.00
H -0.02095 4.30633 3.46350 0.00 -0.05 -0.02
H 7.28421 2.47094 -1.67436 -0.07 0.00 0.05
H -5.42047 -2.65309 -1.52529 0.03 0.04 0.02
H -0.98477 -2.18780 -2.97068 0.82 0.24 -0.89
H -0.46712 -0.73610 -1.41179 0.62 0.81 -0.24
H -0.09134 0.70118 -2.53795 0.11 -0.91 0.66
H -1.18375 2.28972 4.30270 0.03 0.00 -0.05
H 5.56812 -5.04215 -2.07376 -1.55 0.81 0.20
H -8.99686 -1.71293 3.09763 0.05 -0.02 0.01
H 4.02025 1.43694 -3.03316 -0.63 -0.35 0.01
H 5.29314 5.77758 1.42413 0.02 -0.03 -0.04
H -7.12879 -0.28951 2.31710 0.03 -0.06 -0.01
H 8.29308 4.72106 -1.44949 -0.03 -0.01 0.03
H 0.50797 -0.01558 1.10873 0.09 0.06 0.02
H -0.85221 -0.95183 -4.27542 0.94 -0.74 0.50
H 0.63713 -3.43806 -1.16062 0.46 -0.32 -0.62
H 1.40334 4.16325 1.44423 -0.01 -0.05 0.01
H -3.58561 1.45965 0.52920 0.02 -0.05 -0.03
H 4.81345 -1.97550 -3.83114 0.12 0.38 0.20
H 1.67956 1.99995 0.27548 -0.03 -0.03 0.04
H 5.27066 1.88093 -0.36702 0.13 0.13 0.03
H -0.92881 0.13104 3.11849 0.03 0.03 0.00
H -8.56767 -4.05290 3.77838 0.04 0.03 -0.02
H -3.12641 -2.65001 -0.59729 -0.02 0.06 -0.01